1.
The following is a quantum chemistry calculation of one molecule with the formula C8H12 at a distorted geometry, from OMol25.

## Properties
Gap between HOMO and LUMO ... 9.37 eV
Multiplicity ... 1
Charge ... 0
Strongest force on any atom ... 4.563 eV/A
Energy relative to the best compared isomer or geometry (same formula, charge and spin) ... 4.6965 eV

```
20
Properties=species:S:1:pos:R:3:mulliken_charge:R:1
C -0.046 1.212 -2.568 -0.339
C -0.170 0.649 -1.426 -0.354
C 0.676 1.016 -0.160 0.440
C -1.146 -0.147 -0.553 0.438
C -0.157 -0.224 0.617 -0.474
C 2.171 0.865 -0.103 -1.305
C -1.189 -1.590 -1.134 -1.562
C -0.659 0.017 2.006 -1.406
H 0.494 2.062 0.254 0.390
H -2.080 0.424 -0.379 0.446
H 0.491 -1.040 0.502 0.455
H 2.511 1.514 0.628 0.402
H 2.675 1.124 -1.122 0.268
H 2.450 -0.125 0.222 0.354
H -0.214 -1.951 -1.365 0.404
H -1.865 -1.632 -1.929 0.428
H -1.503 -2.352 -0.354 0.346
H -0.692 1.033 2.122 0.438
H -0.046 -0.615 2.727 0.287
H -1.701 -0.241 2.013 0.344
```

2.
The following is a quantum chemistry calculation of one molecule with the formula C8H12 at a distorted geometry, from OMol25.

## Properties
Gap between HOMO and LUMO ... 9.63 eV
Multiplicity ... 1
Charge ... 0
Strongest force on any atom ... 5.771 eV/A
Energy relative to the best compared isomer or geometry (same formula, charge and spin) ... 4.5521 eV

```
20
Properties=species:S:1:pos:R:3:mulliken_charge:R:1
C -2.774 1.293 1.428 0.059
C -1.598 1.207 1.260 -0.463
C -0.200 0.844 1.392 -1.152
C 0.282 -0.242 0.441 0.317
C -0.030 -1.576 1.155 -0.964
C 0.823 -0.072 -0.750 1.069
C 0.402 1.170 -1.565 -1.247
C 1.351 -1.238 -1.521 -1.465
H -3.737 1.574 1.245 0.476
H 0.075 0.412 2.450 0.366
H 0.578 1.642 1.196 0.335
H 0.284 -1.595 2.449 0.257
H 0.496 -2.216 0.337 0.177
H -1.306 -1.636 1.066 0.216
H -0.145 2.001 -0.964 0.264
H -0.085 1.026 -2.464 0.364
H 1.363 1.783 -1.932 0.297
H 2.056 -0.637 -2.195 0.376
H 1.659 -2.048 -0.865 0.459
H 0.503 -1.694 -2.161 0.257
```

3.
The following is a quantum chemistry calculation of C8H12ClF3NO6PSV as an isolated structure at a distorted geometry, from OMol25.

## Properties
Gap between HOMO and LUMO ... 2.31 eV
Multiplicity ... 1
Charge ... +1
Strongest force on any atom ... 3.437 eV/A

```
34
Properties=species:S:1:pos:R:3:mulliken_charge:R:1
C 2.659 -0.175 1.154 -1.449
C 1.435 0.712 1.101 0.752
C 1.728 2.182 1.197 -1.331
N 0.235 0.263 1.048 -0.205
C -0.526 -0.120 -0.101 0.094
C -0.050 -1.557 -0.552 0.433
F 0.450 -2.276 0.447 -0.211
F 0.928 -1.416 -1.506 -0.336
F -0.999 -2.295 -1.124 -0.272
C -0.423 0.857 -1.270 -1.418
S -1.168 2.440 -0.834 1.397
O -0.213 3.475 -1.043 -0.645
O -2.336 2.586 -1.639 -0.669
O -1.591 2.376 0.686 -0.308
C -2.338 1.217 1.109 -0.883
C -2.010 -0.110 0.390 0.926
Cl -3.202 -0.384 -0.898 -0.076
P -2.326 -1.493 1.643 0.373
O -2.974 -2.681 1.067 -0.632
H 3.208 -0.142 0.212 0.258
H 2.423 -1.176 1.493 0.330
H 3.316 0.265 1.905 0.534
H 0.834 2.707 1.508 0.310
H 1.980 2.486 0.175 0.298
H 2.591 2.376 1.826 0.510
H 0.597 1.027 -1.603 0.500
H -0.974 0.511 -2.141 0.685
H -3.396 1.421 0.964 0.421
H -2.185 1.075 2.176 0.477
H -3.181 -0.876 2.577 0.119
H -1.115 -1.732 2.312 0.075
O 2.024 -4.847 -4.809 -0.501
V 2.590 -3.687 -3.882 1.942
O 4.007 -3.009 -3.588 -0.499
```

4.
The following is a quantum chemistry calculation of one molecule with the formula C8H12ClIO2 at a distorted geometry, from OMol25.

## Properties
Gap between HOMO and LUMO ... 9.13 eV
Multiplicity ... 1
Charge ... 0
Strongest force on any atom ... 4.188 eV/A
Energy relative to the best compared isomer or geometry (same formula, charge and spin) ... 0.8796 eV

```
24
Properties=species:S:1:pos:R:3:mulliken_charge:R:1
C -2.594 -0.122 -1.500 -0.582
C -2.051 -0.773 -0.522 0.129
I -3.065 -1.491 1.274 0.015
O -0.701 -1.163 -0.662 -0.428
C 0.285 -1.612 0.441 0.319
C 1.471 -2.400 -0.171 -0.557
Cl 1.642 -3.895 0.772 -0.221
C 0.782 -0.370 1.236 -1.445
C 0.909 0.869 0.442 0.500
O 1.949 0.630 -0.369 -0.456
C -0.049 1.752 0.625 0.077
C 0.024 2.998 -0.252 -1.267
H -3.626 0.103 -1.502 0.320
H -1.828 0.208 -2.211 0.245
H -0.178 -2.374 1.198 0.306
H 2.312 -1.824 0.049 0.274
H 1.372 -2.498 -1.255 0.373
H 1.797 -0.646 1.506 0.490
H 0.082 -0.362 2.055 0.365
H 2.005 1.315 -1.088 0.272
H -0.839 1.692 1.353 0.354
H -0.921 3.316 -0.609 0.359
H 0.764 2.771 -1.066 0.243
H 0.458 3.879 0.256 0.316
```